Record 1
Formula: C20H25BCoF4N5O2S
Source: the OMol25 dataset
Level of theory: ωB97M-V/def2-TZVPD

Structure (XYZ):
```
59
Properties=species:S:1:pos:R:3:mulliken_charge:R:1
Co 0.192 -0.608 0.715 -0.4922
O 1.717 0.394 1.280 -0.5812
N 1.468 1.566 1.865 0.5582
C 2.546 2.304 2.212 -0.3013
C 2.399 3.514 2.826 -0.7346
C 1.105 3.977 3.091 -0.2014
C 0.027 3.211 2.730 -0.7918
C 0.204 1.970 2.097 0.7556
S -1.086 0.953 1.608 -0.5673
H 3.489 1.844 1.955 0.4927
H 3.275 4.085 3.092 0.4202
H 0.954 4.931 3.576 0.3927
H -0.986 3.535 2.918 0.4276
O -1.269 -1.534 0.043 -0.1433
C -1.968 -2.495 0.588 0.2945
C -3.053 -3.007 -0.159 -0.9146
C -3.859 -4.003 0.329 -0.5397
C -3.632 -4.548 1.599 -0.8804
C -2.576 -4.071 2.337 -0.7518
C -1.732 -3.060 1.855 0.7728
C -0.601 -2.611 2.639 0.6616
N 0.224 -1.622 2.339 0.7561
C 1.174 -1.543 3.334 -0.5510
C 0.916 -2.496 4.259 -0.8934
N -0.205 -3.159 3.810 -0.0930
H -3.213 -2.585 -1.143 0.3936
H -4.678 -4.371 -0.276 0.4183
H -4.269 -5.329 1.991 0.3889
H -2.404 -4.494 3.321 0.2735
H 1.978 -0.835 3.284 0.5198
H 1.423 -2.769 5.166 0.4219
H -0.634 -3.954 4.247 0.1637
F 1.481 -1.921 0.050 -0.1881
B 2.073 -2.332 -1.255 0.1476
F 2.596 -1.144 -1.808 -0.3662
F 3.057 -3.242 -0.965 -0.3468
F 1.055 -2.837 -2.033 -0.3879
C 2.268 2.468 -2.360 -0.6084
C 1.647 1.363 -3.210 -1.0088
N 0.193 1.254 -3.065 0.2750
C -0.620 1.774 -4.158 -0.8105
C -0.760 3.291 -4.141 -1.0367
C -0.343 0.751 -1.932 1.2232
C -1.837 0.732 -1.805 -1.7541
N 0.401 0.289 -0.981 0.6626
H 3.352 2.454 -2.476 0.3739
H 2.045 2.331 -1.301 -0.0593
H 1.902 3.451 -2.657 0.3216
H 2.108 0.398 -2.986 0.5177
H 1.841 1.558 -4.264 0.4483
H -1.600 1.306 -4.136 0.4144
H -0.153 1.455 -5.092 0.4150
H -1.198 3.630 -3.201 0.2449
H -1.402 3.621 -4.959 0.4110
H 0.209 3.778 -4.258 0.2854
H -2.257 0.044 -2.539 0.3723
H -2.259 1.724 -1.976 0.3828
H -2.113 0.373 -0.824 0.0969
H 1.392 0.243 -1.197 0.2999
```

The HOMO-LUMO gap is 7.6 eV.


Record 2
Formula: C20H25ClN4O2
Source: the OMol25 dataset
Level of theory: ωB97M-V/def2-TZVPD

Structure (XYZ):
```
52
Properties=species:S:1:pos:R:3:mulliken_charge:R:1
C -1.709 -1.824 -5.160 -1.1205
C -2.399 -0.482 -5.111 0.6267
N -1.766 0.602 -5.321 -0.9543
N -2.684 1.628 -5.010 0.7449
C -3.779 1.243 -4.683 -0.2089
C -3.734 -0.277 -4.570 -0.7867
H -4.563 -1.036 -4.296 0.2908
H -4.616 1.641 -4.503 0.6769
C -2.237 2.964 -5.046 -0.8162
H -3.185 3.565 -5.557 0.3791
C -2.036 3.373 -3.665 -0.6793
N -0.837 2.830 -2.969 0.2074
C -1.141 2.230 -2.003 0.0469
O -2.315 1.744 -1.535 -0.7109
C 0.193 1.366 -1.573 0.2831
C -0.228 0.739 -0.009 -1.3080
N 0.650 -0.199 0.204 0.4365
C 0.725 -1.387 -0.590 0.2900
O 1.461 -2.476 -0.572 -0.7091
C -0.053 -1.257 -1.901 -0.3915
C 0.528 0.206 -2.519 -0.9747
H -0.150 0.182 -3.354 0.0149
H 1.478 0.056 -2.724 0.8071
H -1.163 -1.301 -1.654 0.2603
H 0.520 -2.067 -2.784 0.2886
C 1.382 -0.404 1.365 -1.8251
H 2.173 -0.959 1.404 0.8962
H 1.876 0.442 1.588 0.7058
C 0.377 -0.853 2.696 -1.1113
C 1.116 -0.932 3.875 0.1860
C 1.257 -0.008 4.735 -0.0043
C 2.041 0.040 5.962 -1.1189
C 2.636 -1.194 6.189 0.6991
C 2.688 -2.079 5.359 -0.6450
C 1.952 -2.038 4.190 0.1822
H 1.954 -3.094 3.342 0.1052
H 3.405 -3.037 5.430 0.2171
Cl 3.333 -1.378 7.779 -0.2370
H 1.910 0.742 6.697 0.4556
H 0.603 0.800 4.699 0.3864
H -0.166 -1.763 2.309 0.4131
H -0.502 -0.278 2.855 0.5750
H 0.037 1.558 0.721 0.3354
H -1.221 0.567 0.047 0.4576
H 1.007 1.994 -1.481 0.5184
H -0.157 3.024 -3.578 0.1899
H -1.949 4.749 -3.795 0.2935
H -3.073 3.601 -3.085 0.3974
H -1.353 2.998 -5.760 0.2625
H -0.530 -1.725 -5.175 0.2498
H -1.715 -2.472 -4.328 0.3608
H -1.953 -2.362 -6.068 0.3615
```

The HOMO-LUMO gap is 8.7 eV.


Record 3
Formula: C20H25CoFNO6
Source: the OMol25 dataset
Level of theory: ωB97M-V/def2-TZVPD

Structure (XYZ):
```
54
Properties=species:S:1:pos:R:3:mulliken_charge:R:1
Co -0.171 0.940 -2.126 0.7240
C -1.072 -0.636 -4.759 -0.9045
O -1.446 -0.079 -3.500 0.0820
C -2.775 0.437 -3.496 -0.4770
C -3.055 0.961 -2.103 -0.7353
O -2.052 1.894 -1.701 -0.2828
C -2.146 3.199 -2.285 -0.5221
C -0.763 3.639 -2.710 -0.5261
O -0.213 2.605 -3.536 -0.1370
C 1.037 2.996 -4.117 -0.8354
H -1.768 -1.428 -5.038 0.2982
H -0.076 -1.055 -4.648 0.2983
H -1.068 0.134 -5.534 0.2957
H -3.486 -0.358 -3.734 0.5242
H -2.861 1.223 -4.253 0.3538
H -2.986 0.140 -1.390 0.3514
H -4.047 1.411 -2.047 0.3908
H -2.538 3.890 -1.539 0.3664
H -2.813 3.179 -3.149 0.3653
H -0.115 3.796 -1.842 0.3255
H -0.840 4.570 -3.276 0.5120
H 0.901 3.906 -4.704 0.3103
H 1.354 2.187 -4.771 0.2790
H 1.787 3.163 -3.342 0.3258
C 3.334 -0.110 4.292 -1.7624
C 1.998 -0.846 4.247 0.5183
C 2.167 -2.306 4.643 -0.9696
C 0.817 -3.008 4.647 -0.9504
C 0.178 -2.872 3.292 0.9745
C -0.719 -3.812 2.841 -0.7140
C -1.272 -3.705 1.567 0.0578
F -2.139 -4.642 1.164 -0.3434
C -0.939 -2.682 0.728 -1.1513
C -0.047 -1.697 1.175 0.8080
C 0.261 -0.582 0.294 1.8544
O -0.217 -0.584 -0.882 -0.9799
C 1.069 0.433 0.855 -0.4869
C 1.575 0.283 2.122 -0.3446
N 1.373 -0.780 2.899 0.1722
C 0.516 -1.783 2.461 -0.7271
C 1.415 1.723 0.143 0.0890
O 1.925 2.627 0.771 -0.6921
O 1.172 1.753 -1.130 -0.4902
H 3.872 -0.413 5.188 0.4250
H 3.218 0.971 4.332 0.4870
H 3.947 -0.370 3.428 0.4046
H 1.301 -0.375 4.947 0.1237
H 2.626 -2.356 5.629 0.3843
H 2.840 -2.793 3.932 0.3367
H 0.171 -2.564 5.410 0.3164
H 0.931 -4.062 4.896 0.4627
H -0.996 -4.645 3.476 0.5314
H -1.343 -2.610 -0.271 0.5949
H 2.178 1.093 2.504 0.6885
```

Its spin multiplicity is 2. The HOMO-LUMO gap (alpha / beta) is 8.5 / 8.5 eV. As for the net charge: +1.


Record 4
Formula: C20H25IrN6O4S2Se3
Source: the OMol25 dataset
Level of theory: ωB97M-V/def2-TZVPD

Structure (XYZ):
```
61
Properties=species:S:1:pos:R:3:mulliken_charge:R:1
Ir 0.337 -1.279 -0.167 1.0043
C 3.747 -2.531 -0.163 -0.9358
Se 2.765 -0.862 -0.284 0.3038
C 3.030 -0.237 1.546 -0.8766
C 2.366 -1.177 2.523 -0.6340
Se 0.431 -1.157 2.222 0.0972
C 0.055 -2.930 2.890 -0.9025
H 4.680 -2.308 0.351 0.4226
H 3.967 -2.842 -1.181 0.4146
H 3.171 -3.289 0.356 0.1674
H 2.617 0.773 1.576 0.3340
H 4.103 -0.164 1.721 0.5490
H 2.531 -0.881 3.560 0.5806
H 2.687 -2.210 2.394 0.3405
H 0.536 -3.659 2.248 0.1701
H -1.022 -3.054 2.894 0.2951
H 0.447 -2.953 3.907 0.5120
Se -3.535 -4.560 0.964 0.3704
N -4.702 -3.460 0.269 -0.6991
C -4.045 -2.386 -0.123 0.6657
C -4.664 -1.242 -0.694 -0.5459
C -3.855 -0.193 -0.987 -0.9553
C -2.465 -0.278 -0.750 0.2809
N -1.818 -1.322 -0.246 -0.1437
C -2.617 -2.406 0.101 0.4167
N -2.141 -3.488 0.674 -0.4564
H -5.733 -1.232 -0.862 0.5114
H -4.239 0.727 -1.405 0.4964
H -1.872 0.584 -1.011 0.3560
O -2.547 7.520 1.350 -0.6499
S -1.141 7.450 1.687 1.1664
O -0.788 6.374 2.600 -0.6624
O -0.457 8.697 1.901 -0.6395
C -0.468 6.834 0.116 -0.0352
N -0.196 7.636 -0.926 -0.4280
C 0.228 7.072 -2.040 -0.3823
C 0.406 5.690 -2.188 -0.6223
C 0.090 4.955 -1.062 0.2113
N -0.335 5.520 0.057 -0.2290
C 0.170 3.488 -0.906 0.9606
C -0.183 2.972 0.356 -1.1005
C -0.138 1.628 0.584 -0.5845
N 0.250 0.745 -0.369 0.5241
C 0.592 1.230 -1.582 -0.1210
C 0.558 2.571 -1.887 -0.9719
H 0.444 7.740 -2.866 0.4293
H 0.759 5.265 -3.117 0.3836
H -0.493 3.677 1.124 0.7779
H -0.450 1.229 1.536 0.7232
H 0.897 0.503 -2.329 0.4419
H 0.838 2.890 -2.881 0.4587
C 0.204 -5.901 -0.117 -1.0576
S 0.036 -4.414 -1.082 0.5264
C 1.211 -4.801 -2.368 -1.0545
O 0.769 -3.354 -0.211 -0.5144
H 1.248 -6.009 0.178 0.3622
H -0.106 -6.744 -0.735 0.5096
H -0.437 -5.816 0.755 0.2546
H 0.794 -5.615 -2.963 0.4666
H 2.165 -5.093 -1.932 0.3482
H 1.318 -3.922 -3.002 0.3693
```

The HOMO-LUMO gap is 1.6 eV. As for the net charge: +2.


Record 5
Formula: C20H25N3O
Source: the OMol25 dataset
Level of theory: ωB97M-V/def2-TZVPD

Structure (XYZ):
```
49
Properties=species:S:1:pos:R:3:mulliken_charge:R:1
H 1.382 -3.435 3.268 0.1757
N 1.445 -2.513 2.898 -0.8503
C 2.205 -2.289 1.887 0.4069
C 3.027 -3.254 1.124 0.3368
C 3.194 -4.676 1.074 -0.5958
C 4.117 -5.256 0.220 -0.4593
C 4.842 -4.503 -0.701 -0.4169
C 4.689 -3.106 -0.705 -0.6758
C 3.739 -2.520 0.176 0.7330
C 3.388 -1.062 0.267 -0.4789
N 2.395 -1.005 1.394 0.0400
N 1.529 0.111 1.675 -0.3345
C 1.235 1.205 0.837 0.0308
O 1.893 1.482 -0.149 -0.6081
C 0.022 2.077 1.089 -1.6622
C -1.206 1.913 0.168 2.2578
C -1.837 0.522 0.350 -1.7526
C -3.111 0.353 -0.478 0.5230
C -4.110 1.410 -0.028 -1.3807
C -3.557 2.805 -0.270 0.4635
C -3.215 2.967 -1.786 -1.4478
C -2.140 1.975 -2.176 0.5892
C -2.706 0.568 -1.966 -1.4854
C -0.880 2.136 -1.319 -1.3887
C -2.237 3.025 0.549 -1.7427
H 2.617 -5.281 1.783 0.3019
H 4.311 -6.337 0.303 0.3364
H 5.502 -5.012 -1.403 0.3714
H 5.164 -2.424 -1.442 0.3628
H 4.273 -0.455 0.494 0.2066
H 2.974 -0.730 -0.708 0.2830
H 0.809 -0.037 2.411 0.4027
H -0.328 1.936 2.128 0.4528
H 0.325 3.145 1.022 0.5182
H -1.109 -0.226 0.034 0.5268
H -2.106 0.285 1.375 0.4031
H -3.519 -0.662 -0.328 0.2826
H -5.017 1.315 -0.621 0.4989
H -4.360 1.278 1.053 0.4547
H -4.323 3.547 0.078 0.2102
H -4.131 2.840 -2.404 0.4793
H -2.831 3.966 -1.943 0.4870
H -1.888 2.119 -3.235 0.2763
H -1.949 -0.157 -2.261 0.5195
H -3.565 0.408 -2.638 0.4861
H -0.486 3.158 -1.441 0.4204
H -0.156 1.416 -1.674 0.4631
H -2.466 2.963 1.627 0.4542
H -1.845 4.015 0.396 0.5252
```

The HOMO-LUMO gap is 8.8 eV. Its SMILES is [H]/N=C1\c2ccccc2CN1NC(=O)C[C@]12C[C@H]3C[C@H](C[C@H](C3)C1)C2.


Record 6
Formula: C20H25N3O3
Source: the OMol25 dataset
Level of theory: ωB97M-V/def2-TZVPD

Structure (XYZ):
```
51
Properties=species:S:1:pos:R:3:mulliken_charge:R:1
C 0.494 7.857 -2.239 -1.0376
C 1.942 7.497 -1.919 -0.4192
O 2.063 6.703 -0.757 -0.4697
C 1.729 5.383 -0.801 0.7514
C 1.386 4.664 -1.940 -0.2153
C 1.093 3.315 -1.857 -0.9856
C 1.124 2.650 -0.636 0.2297
N 0.835 1.278 -0.548 0.2336
C 1.262 0.499 0.599 -1.3469
C 1.113 -0.958 0.153 0.2986
C 0.704 -1.874 1.300 0.2678
O 0.158 -1.467 2.308 -0.6839
N 0.972 -3.174 1.081 -0.0703
C 0.556 -4.237 1.989 -1.5133
C -0.550 -5.055 1.415 0.7398
C -0.459 -6.257 0.756 -0.6292
C -1.759 -6.625 0.370 -0.9329
C -2.606 -5.633 0.795 0.6965
C -4.082 -5.520 0.653 -1.3431
N -1.865 -4.675 1.424 0.2433
C -2.424 -3.492 2.018 -1.0375
C 0.002 -0.870 -0.896 -0.7343
C 0.100 0.555 -1.433 0.3833
O -0.412 0.945 -2.456 -0.6698
C 1.467 3.371 0.507 -0.1027
C 1.766 4.713 0.423 -0.8855
H 0.461 8.510 -3.107 0.3498
H -0.092 6.965 -2.444 0.3494
H 0.048 8.373 -1.392 0.2998
H 2.421 7.007 -2.776 0.3301
H 2.507 8.405 -1.685 0.3131
H 1.349 5.134 -2.910 0.3320
H 0.823 2.778 -2.751 0.4200
H 2.291 0.748 0.868 0.4857
H 0.611 0.674 1.465 0.3959
H 2.038 -1.318 -0.304 0.5231
H 1.343 -3.466 0.191 0.2906
H 0.267 -3.752 2.925 0.4265
H 1.416 -4.886 2.177 0.4127
H 0.441 -6.815 0.584 0.4538
H -2.041 -7.514 -0.159 0.4444
H -4.565 -5.444 1.628 0.3011
H -4.357 -4.639 0.072 0.3015
H -4.465 -6.401 0.145 0.3310
H -1.638 -2.811 2.336 0.4356
H -3.059 -2.975 1.296 0.3071
H -3.035 -3.752 2.887 0.2958
H 0.087 -1.597 -1.702 0.3652
H -0.983 -0.983 -0.435 0.2618
H 1.491 2.892 1.473 0.4038
H 2.032 5.273 1.305 0.4029
```

The HOMO-LUMO gap is 8.5 eV. Its SMILES is CCOc1ccc(N2C[C@@H](C(=O)NCc3ccc(C)n3C)CC2=O)cc1.


Record 7
Formula: C20H25N3O4S
Source: the OMol25 dataset
Level of theory: ωB97M-V/def2-TZVPD

Structure (XYZ):
```
53
Properties=species:S:1:pos:R:3:mulliken_charge:R:1
C 1.352 3.010 -1.308 -0.5221
O 0.916 1.790 -1.876 -0.4933
C 0.311 0.887 -1.040 0.1479
C -0.936 0.413 -1.408 -0.5639
C -1.609 -0.537 -0.647 0.5403
C -2.940 -0.998 -1.126 0.1865
O -3.233 -1.066 -2.302 -0.6548
N -3.810 -1.353 -0.139 -0.2317
C -5.177 -1.693 -0.438 -0.5672
C -6.129 -0.621 -0.034 0.5577
N -7.383 -0.784 0.172 -0.5674
C -8.015 0.375 0.507 0.2511
C -9.480 0.363 0.770 -1.1279
C -7.194 1.458 0.566 -0.3491
S -5.570 1.028 0.181 -0.1162
C -1.002 -1.026 0.502 -1.1693
C 0.257 -0.585 0.868 -0.5519
C 0.936 0.367 0.114 1.2176
O 2.178 0.845 0.403 -0.2217
C 3.027 0.159 1.309 -0.1217
C 4.231 1.073 1.555 -0.9545
C 5.062 1.223 0.280 -0.9231
N 5.465 -0.077 -0.212 0.0613
C 6.768 -0.446 -0.141 1.1266
C 7.109 -1.843 -0.616 -1.3498
O 7.624 0.320 0.260 -0.6603
C 4.341 -0.920 -0.535 -0.9548
C 3.500 -1.177 0.720 -0.5568
H 1.771 3.583 -2.133 0.2547
H 0.507 3.559 -0.877 0.2765
H 2.112 2.860 -0.539 0.0770
H -1.389 0.785 -2.313 0.5250
H -3.580 -1.144 0.819 0.3450
H -5.465 -2.631 0.049 0.2558
H -5.225 -1.835 -1.525 0.3144
H -10.010 0.029 -0.120 0.2826
H -9.704 -0.335 1.574 0.2848
H -9.826 1.356 1.044 0.3184
H -7.440 2.471 0.810 0.3884
H -1.481 -1.786 1.101 0.5091
H 0.713 -1.001 1.752 0.3144
H 2.504 -0.009 2.263 0.2346
H 4.846 0.640 2.344 0.4158
H 3.882 2.053 1.882 0.4216
H 4.469 1.723 -0.492 0.3169
H 5.966 1.800 0.478 0.4302
H 6.620 -2.594 0.000 0.3255
H 8.186 -1.968 -0.534 0.3381
H 6.816 -1.981 -1.654 0.3474
H 3.720 -0.400 -1.275 0.1770
H 4.669 -1.863 -0.966 0.4909
H 4.097 -1.698 1.469 0.4058
H 2.642 -1.799 0.459 0.5185
```

The HOMO-LUMO gap is 9.3 eV. Its SMILES is COc1cc(C(=O)NCc2nc(C)cs2)ccc1OC1CCN(C(C)=O)CC1.


Record 8
Formula: C20H25N5
Source: the OMol25 dataset
Level of theory: ωB97M-V/def2-TZVPD

Structure (XYZ):
```
50
Properties=species:S:1:pos:R:3:mulliken_charge:R:1
C 8.141 0.104 1.287 -0.2028
C 7.729 0.907 2.316 -0.3736
C 6.781 0.157 3.056 -0.5316
N 6.796 -1.174 2.728 -0.0328
C 7.567 -1.161 1.551 -0.5672
H 8.783 0.363 0.457 0.3886
H 8.014 1.945 2.400 0.3703
H 6.133 0.525 3.838 0.3807
H 6.312 -1.925 3.200 0.2092
H 7.601 -2.033 0.915 0.3614
C -3.353 -0.560 5.550 -0.4478
C -3.131 -0.837 4.178 -0.3152
C -3.510 -2.178 3.929 -0.4840
N -4.095 -2.642 5.050 0.0114
C -3.979 -1.723 6.041 -0.4272
H -3.248 0.411 6.011 0.3642
H -2.684 -0.147 3.477 0.3830
H -3.482 -2.790 3.039 0.3622
H -4.554 -3.533 5.172 0.2059
H -4.470 -1.843 6.996 0.3470
C 0.279 -0.581 -1.620 -0.4991
C 0.499 0.764 -1.471 -0.4705
C 1.661 1.003 -0.819 -0.3442
N 2.243 -0.226 -0.666 0.0039
C 1.401 -1.193 -1.068 -0.3825
H -0.540 -1.131 -2.060 0.3818
H -0.142 1.588 -1.749 0.3840
H 2.242 1.824 -0.427 0.3703
H 3.178 -0.289 -0.289 0.1848
H 1.765 -2.210 -1.068 0.3699
C -4.255 -7.608 -4.347 -0.2838
C -4.192 -7.255 -5.718 -0.4260
C -4.455 -8.426 -6.407 -0.4287
N -4.900 -9.394 -5.541 -0.0101
C -4.703 -8.897 -4.294 -0.5001
H -4.112 -6.915 -3.531 0.3658
H -3.745 -6.336 -6.066 0.3618
H -4.421 -8.605 -7.472 0.3616
H -5.348 -10.271 -5.764 0.2128
H -5.094 -9.440 -3.447 0.3467
C -0.033 9.609 -1.668 -0.3156
C -0.529 8.971 -0.529 -0.4479
C -0.956 10.010 0.285 -0.3365
N -0.654 11.211 -0.291 -0.0101
C -0.139 10.970 -1.566 -0.5557
H 0.266 9.039 -2.535 0.3653
H -0.589 7.914 -0.317 0.3767
H -1.394 10.075 1.270 0.3605
H -0.815 12.106 0.150 0.2000
H 0.131 11.829 -2.162 0.3632
```

The HOMO-LUMO gap is 8.6 eV. Its SMILES is c1cc[nH]c1.c1cc[nH]c1.c1cc[nH]c1.c1cc[nH]c1.c1cc[nH]c1.


Values of E_tot, in order: -92707.536 -43709.776 -75260.570 -258805.296 -27663.527 -31759.609 -44642.077 -28592.696, all in eV.
Values of relative energy (zero: lowest compared OMol25 entry of this formula, charge and spin), in order: 0.0 331.8 0.0 48.6 28.3 31.9 45.9 89.9, all in kcal per mole.
Values of F_max, in order: 0.0082 0.3319 0.0199 0.0084 0.0503 0.0122 0.0188 0.0766, all in Eh/bohr.